Version 1
Density functional theory data (ωB97M-V with the def2-TZVPD basis set) for a cluster of 2 separate species, FH2PS in total.

Each line ends with the Löwdin charge.
Cartesian coordinates (Å):
S: -2.12 0.03 0.15  0.611
P: 1.63 0.05 0.58  0.566
F: -0.89 0.16 -1.04  -0.687
H: 0.86 -1.11 0.12  -0.218
H: 0.52 0.87 0.19  -0.272

Output
gap between HOMO and LUMO (alpha / beta): 9.19 / 6.08 eV
charge: 0

***

Version 2
Density functional theory data (ωB97M-V with the def2-TZVPD basis set) for a cluster of 2 separate species, FH2PS in total.

Each line ends with the Löwdin charge.
Cartesian coordinates (Å):
S: 1.26 -2.02 -1.00  0.320
P: -0.55 1.33 0.70  0.719
F: -2.06 1.90 0.88  -0.519
H: -1.04 0.23 0.01  -0.214
H: 2.39 -1.44 -0.60  -0.307

Output
gap between HOMO and LUMO (alpha / beta): 9.42 / 5.90 eV
charge: 0

***

Relative energy table, unit kJ/mol: version 1 171.4; version 2 0.0

***

Version 1
Density functional theory data (ωB97M-V with the def2-TZVPD basis set) for a structure of composition C5H5ClFN.

Each line ends with the Löwdin charge.
Cartesian coordinates (Å):
Cl: 1.16 -1.79 -0.53  0.577
F: -0.94 2.31 0.50  0.006
N: -0.95 -0.12 -2.07  0.150
C: -0.33 1.23 1.14  -0.327
C: 0.40 -0.62 0.67  -0.617
C: 0.95 0.77 0.58  -0.152
C: -0.98 0.03 0.68  -0.208
C: -1.05 0.05 -0.84  -0.178
H: 0.68 -1.23 1.70  0.163
H: -0.51 1.39 2.23  0.184
H: 1.07 1.15 -0.48  0.160
H: 1.88 0.89 0.98  0.092
H: -1.76 -0.46 1.24  0.149

Output
gap between HOMO and LUMO: 11.29 eV
charge: 0

***

Version 2
Density functional theory data (ωB97M-V with the def2-TZVPD basis set) for the molecule C5H5ClFN.

Each line ends with the Löwdin charge.
Cartesian coordinates (Å):
Cl: -1.29 -1.76 -0.76  0.717
F: -0.12 -1.16 1.43  -0.113
N: 2.13 -2.25 -0.04  0.139
C: -1.18 -0.64 0.56  -0.733
C: 1.51 0.32 -0.44  -0.126
C: 0.42 1.03 -0.38  -0.139
C: -1.03 0.75 0.11  -0.218
C: 1.86 -1.09 -0.07  -0.235
H: -1.70 0.87 -0.84  0.137
H: -1.45 1.68 0.80  0.178
H: 2.53 0.98 -0.57  0.164
H: 0.52 1.98 -0.90  0.103
H: -2.19 -0.70 1.11  0.126

Output
gap between HOMO and LUMO: 10.68 eV
SMILES: N#C/C=C\C[C@H](F)Cl
charge: 0

***

Relative energy table, unit kJ/mol: version 1 42.4; version 2 0.0

***

Version 1
Density functional theory data (ωB97M-V with the def2-TZVPD basis set) for a cluster of 2 separate species, C7H12BN in total.

Each line ends with the Löwdin charge.
Cartesian coordinates (Å):
N: -1.21 -1.22 0.21  0.000
C: -0.05 -0.68 -0.34  -0.458
C: 0.32 0.62 0.04  0.059
C: -1.24 -2.30 0.84  -0.019
C: -1.65 1.75 0.27  0.178
C: 2.89 0.81 0.40  -0.105
C: 0.68 -1.40 -1.24  0.078
C: -2.93 1.22 -0.13  -0.154
B: 1.44 1.48 0.37  -0.335
H: -2.20 -2.65 1.21  0.067
H: 1.50 -0.96 -1.77  0.064
H: 0.44 -2.43 -1.45  0.055
H: 2.86 -0.26 0.63  0.044
H: -2.96 0.15 0.06  0.065
H: 1.33 2.62 0.62  0.043
H: -1.53 2.66 0.83  0.053
H: 3.36 0.91 -0.58  0.052
H: -2.99 1.31 -1.22  0.112
H: 3.55 1.29 1.11  0.039
H: -0.37 -2.92 1.06  0.087
H: -3.79 1.73 0.31  0.075

Output
gap between HOMO and LUMO: 6.22 eV
charge: 0

***

Version 2
Density functional theory data (ωB97M-V with the def2-TZVPD basis set) for the molecule C7H12BN.

Each line ends with the Löwdin charge.
Cartesian coordinates (Å):
N: -0.10 0.56 -0.77  -0.003
C: -0.46 -2.04 1.83  -0.115
C: 1.78 0.45 1.37  -0.023
C: -1.37 1.30 -2.45  -0.078
C: -0.73 2.42 -1.84  -0.076
C: -0.97 0.20 -1.78  -0.085
C: 0.04 1.93 -0.83  -0.088
C: 0.12 -1.81 0.43  -0.183
B: 0.48 -0.29 0.20  -0.213
H: -1.38 -1.48 1.96  0.075
H: 1.30 1.18 2.02  0.023
H: -2.04 1.35 -3.28  0.096
H: -0.68 -3.10 1.99  0.070
H: 2.22 -0.34 1.96  0.017
H: -0.85 3.45 -2.12  0.096
H: 2.53 0.93 0.77  0.020
H: 0.24 -1.72 2.60  0.063
H: 0.67 2.45 -0.14  0.111
H: 1.03 -2.41 0.34  0.102
H: -1.22 -0.83 -1.95  0.110
H: -0.59 -2.20 -0.30  0.080

Output
gap between HOMO and LUMO: 9.40 eV
SMILES: CCB(C)n1cccc1
charge: 0

***

Relative energy table, unit kJ/mol: version 1 750.7; version 2 0.0